No. 1
Below is a 11-piece molecular cluster, C30H66O18 overall at a distorted geometry, with properties calculated with ωB97M-V/def2-TZVPD.

```
! RIJCOSX wB97M-V def2-TZVPD def2/J DEFGRID3
* xyz 0 1
H -3.7317 2.7284 -0.0405
H -0.4802 3.5731 -0.7506
H 0.2878 -2.0838 -4.7629
C 4.3094 2.7390 0.8925
O -0.6779 -5.2157 -4.1848
H 3.3710 2.2287 -1.5904
C 3.3779 1.7091 -3.4582
O 4.0721 -0.9928 0.6451
H -0.0107 0.1153 5.7886
H -0.3635 -3.6656 0.7633
H -0.4423 -0.7011 3.5015
H 0.4280 -1.4338 1.2475
C 2.8998 2.9640 1.4299
H -2.2548 0.9775 3.8139
H 1.5976 -0.6767 -0.4733
C -3.8907 4.7568 0.7646
H 4.6656 3.7444 0.5957
O -1.5997 0.4675 -0.5601
C 3.1209 -3.0964 -0.1746
H 3.4024 -4.0876 -0.5074
O 2.8367 2.4130 -2.3913
O 1.5022 4.9139 -1.9575
H 0.3008 2.1183 7.2406
O 2.3666 1.8692 2.1691
H 2.1277 1.1529 1.5239
H -3.6075 6.6455 1.8854
H 3.9430 0.9005 -3.0220
C 2.2868 1.1421 -4.3254
H -2.2274 -2.8567 3.6505
H 2.7202 0.7028 -5.2267
H 0.8636 0.6039 -3.0760
O 0.1051 2.2238 -2.1543
H -4.8083 0.6932 -3.7551
H -0.5760 -8.5989 1.2225
H 0.8657 -7.3764 2.6678
O 2.3796 -2.3760 -1.1218
H -2.0729 -7.5017 -0.3809
C 0.5926 0.9513 5.4388
H -1.9470 -0.3099 -3.2553
C -0.2111 -3.9122 -3.8471
H 0.8571 -3.9638 -3.5747
C -0.4780 -7.5355 1.0542
H -1.4284 3.3724 -2.3361
C -3.0531 -0.9190 3.8988
C 0.2262 4.6632 -2.5653
H -1.8027 5.8127 3.2282
H -3.8425 -1.2153 4.5531
H 1.6819 0.8857 5.5065
C -1.0265 -0.7691 -0.1522
H 1.1529 -4.8957 2.3255
O -2.6891 0.0086 -5.1191
O -4.3013 0.2969 -1.7994
H 4.6729 -2.9231 1.2497
H 1.0764 2.2210 -2.1685
H 2.8333 3.8308 2.0410
O -1.4936 -2.8266 -5.5868
H -1.8432 -1.3744 0.2777
H 2.3175 3.1431 0.5076
O -0.7431 -1.6083 3.3848
H -1.5841 -1.8931 -5.8386
O 0.1810 1.0579 4.0485
H -3.4794 1.6893 -3.0652
O 0.8698 3.2430 5.6458
H -0.2011 0.1799 1.6052
H -4.7319 4.9397 0.0978
C 0.1312 -0.4847 0.8025
H -0.9814 0.8681 -1.2117
C -2.9128 -0.3121 -3.7746
H 0.4419 -3.4098 -5.8475
C -3.3783 3.4687 0.6758
C -3.8948 0.6607 -3.1030
H -0.6831 -1.3875 -0.9754
H -1.6005 -5.2245 -3.9234
C 0.0996 2.2252 6.1602
H 1.5899 1.9583 -4.5464
O 1.5306 0.1251 -3.5907
C 0.5073 -5.4554 1.6719
H 3.9985 2.3831 -4.0300
H 2.1984 4.2893 -2.1822
H 0.8376 1.5126 3.5119
O 1.2787 -0.0342 0.1744
H -0.3862 5.5806 -2.3750
H -2.0884 -5.0704 -0.5456
H -3.4568 -1.2578 -3.7023
O -2.6751 0.3619 4.4499
H 5.1486 -2.4002 -0.3988
H 2.4713 -3.3812 0.6542
H 0.2963 4.4498 -3.6359
H -3.5355 0.1447 -5.5672
H -3.2325 -0.7766 2.8488
H -0.8497 -3.5335 -3.0381
H 4.9778 2.2800 1.6319
H 0.6840 4.0903 6.0463
C -1.9057 -1.9035 4.0960
H -3.5524 0.2338 -1.2105
C -0.2358 -3.0119 -5.0631
C -1.3348 -5.5461 0.0652
C -3.3007 5.6145 1.7328
C -2.2609 5.1817 2.5010
H 3.3513 -0.9797 1.2977
C -0.4795 3.4562 -1.8433
C 0.3696 -6.8289 1.8711
C -1.3178 -6.9204 0.1487
C -2.3398 3.0507 1.5082
C -1.8000 3.8892 2.4233
O 4.2600 1.8622 -0.2320
H -1.9971 2.0170 1.4720
H 4.1892 0.9325 0.0681
H -1.7182 -2.0564 5.1785
H -1.0589 3.6022 3.1441
H 2.9080 -2.2463 -1.9242
C 4.3453 -2.3874 0.3575
H -0.9676 2.2780 6.0034
C -0.3632 -4.7771 0.7818
*
```

For the largest force on an atom, the calculation gives 2.80 eV Å⁻¹. The calculation puts the LUMO energy at 0.0124 Eh. As for the SMILES: c1ccccc1.c1ccccc1.OCCO.OCCO.OCCO.OCCO.OCCO.OCCO.OCCO.OCCO.OCCO. The HOMO energy comes out at -9.19 eV. As for the electronic energy: -69031.43098 eV. Its energy relative to the best compared isomer or geometry (same formula, charge and spin) is 681.6 kJ/mol. The calculation puts the gap between HOMO and LUMO at 9.52 eV.

Atom charges from the Mulliken analysis, given in e for atoms 1 to 5: number 1, H, carries 0.40; number 2, H, carries 0.08; number 3, H, carries -0.09; number 4, C, carries -0.57; number 5, O, carries -0.58

No. 2
Below is C30H68B2MgO14S6 as an isolated structure at a distorted geometry, with properties calculated with ωB97M-V/def2-TZVPD.

```
! RIJCOSX wB97M-V def2-TZVPD def2/J DEFGRID3
* xyz 0 1
H -15.9572 13.1508 2.7240
S -17.4519 11.2056 3.2805
H -14.9929 10.5714 5.3149
H -11.5395 15.2191 -1.4465
B -16.0187 16.0004 4.8938
C -17.7011 13.4749 7.3266
C -13.7757 17.3007 0.0598
H -11.0433 20.8971 6.1002
C -12.9636 14.7440 0.1961
H -18.0023 14.5333 1.9010
C -13.0608 16.7526 -1.1771
C -18.0630 20.5252 3.8604
C -17.1026 18.3424 7.9006
H -13.0254 17.7886 0.6851
H -19.9448 13.2025 7.1813
C -19.2188 11.4614 2.9366
H -13.4129 15.3871 5.8733
O -19.5423 20.5372 10.0010
H -18.8632 17.7014 10.8387
H -19.7750 17.8327 9.3071
O -19.0346 10.0660 7.4976
C -12.1232 12.4990 5.4613
O -16.8047 10.4383 2.2405
H -17.2501 12.1640 9.6015
C -13.9334 10.7830 5.1844
H -11.3635 16.2008 0.0059
C -13.6990 11.2245 3.7253
H -17.7190 17.6001 3.5328
C -22.7625 15.1412 5.2406
H -22.3281 14.1439 5.1436
H -16.3262 11.9191 6.7709
H -18.9844 12.2373 6.0323
O -15.1799 19.8068 5.5449
H -17.4390 20.5766 4.7558
H -23.6803 15.1983 4.6584
H -17.0318 17.9573 6.8864
H -17.1127 13.4189 3.9983
H -18.9261 18.3153 2.3923
H -11.7997 13.4688 5.8435
O -19.7579 11.5829 9.3652
H -19.0914 20.2323 4.0626
H -13.5259 14.2007 -0.5688
C -13.3167 11.8207 6.1002
B -12.4843 15.9977 5.7015
H -11.8800 22.0530 3.9078
O -22.1972 17.1044 4.0316
C -17.2113 11.5517 8.6960
H -12.6298 17.6128 -1.6915
C -17.8754 19.6448 8.0278
H -12.9037 19.3282 7.0164
H -16.0715 18.5263 8.2063
H -11.1735 20.4863 3.7097
O -13.9157 16.0124 2.3734
C -13.3667 20.5150 3.5906
H -13.4965 20.1412 2.5809
C -17.3116 19.6116 2.9058
H -13.4014 9.8453 5.3599
C -21.7890 16.1920 4.6993
C -18.9871 12.7187 7.0083
C -16.9862 12.9577 3.0136
C -12.5866 19.5284 5.9993
O -11.7621 12.9249 2.8114
H -12.6081 21.7375 6.0893
C -20.3407 16.0488 5.1342
O -16.2851 20.0080 2.4004
S -12.8028 12.8575 3.8280
H -12.7170 17.0503 6.1015
O -17.1969 19.9181 10.5700
H -17.3894 14.1121 6.4951
H -23.0454 15.2928 6.2825
S -18.9235 11.3090 8.2120
H -15.9200 16.3969 3.8495
C -16.5702 12.4931 7.6670
H -13.8186 16.3750 -1.8688
H -11.8820 18.7850 5.6328
C -18.0153 13.4479 1.9839
C -17.8730 18.2468 2.6656
H -19.8289 12.5274 1.1751
H -18.7448 19.7064 7.3637
H -14.1031 12.4736 6.4865
H -15.7151 13.0173 8.0837
O -15.5554 15.4135 0.5547
H -17.0071 16.8012 9.4993
H -15.6101 14.9550 4.9551
C -19.3744 12.7707 2.1321
H -18.1615 16.5238 8.2563
H -11.2322 11.8878 5.3221
H -12.9629 10.5601 3.2780
H -11.6003 15.5614 6.3078
H -12.9612 11.3878 7.0421
O -13.7089 13.9925 3.9898
Mg -14.1017 15.9409 4.3407
C -18.8001 17.9423 9.7808
C -12.0410 20.9120 5.6599
H -19.9084 15.1766 4.6275
C -12.0418 20.9955 4.1315
H -17.1193 16.1145 5.2316
H -19.6485 11.5220 3.9348
H -19.5532 10.5225 2.4986
H -14.6767 17.8977 -0.0469
H -18.0956 21.5424 3.4668
H -17.3849 20.5638 7.6996
H -17.8774 14.1593 8.1606
O -17.3552 10.8238 4.6817
S -14.0032 19.3111 4.8310
H -12.2888 15.9648 4.5931
H -16.7358 10.6131 8.9669
S -18.3766 19.7081 9.7560
H -12.5374 14.0127 0.8782
H -17.5414 13.1330 1.0466
H -20.2885 15.7937 6.1935
C -12.0884 15.7045 -0.6436
C -17.7351 17.3184 8.8730
H -14.5689 11.3475 3.0875
H -15.3818 16.6470 5.5630
O -13.9088 17.9812 4.2586
H -17.3151 17.7463 1.8714
H -14.1151 21.3051 3.7012
S -14.2144 15.8098 0.9646
H -19.6701 16.8603 4.8640
H -20.0220 13.4757 2.6539
*
```

For the largest force on an atom, the calculation gives 3.32 eV Å⁻¹. The calculation puts the LUMO energy at 0.0008 Eh. The HOMO energy comes out at -9.75 eV. As for the electronic energy: -132683.62855 eV. The calculation puts the gap between HOMO and LUMO at 9.77 eV.

Atom charges from the Mulliken analysis, given in e for atoms 1 to 5: number 1, H, carries -0.11; number 2, S, carries 1.08; number 3, H, carries 0.17; number 4, H, carries 0.38; number 5, B, carries 4.10